--- w ---
The following is a DFT calculation (the ωB97M-V functional and the def2-TZVPD basis) of 2 unconnected molecules or ions with the total composition C11H18O.

## Properties
LUMO (eV): 0.9
Frontier orbital gap (hartree): 0.3454
HOMO (Ha): -0.3127
SMILES string: Cc1ccc(O)cc1.CC(C)C
Total charge: 0

Last column: Löwdin charge in e.
Geometry (Å):
C  3.20  0.01  -0.42  -0.07
C  -0.69  0.60  -1.98  -0.30
C  -0.04  1.69  -1.43  -0.02
C  -0.05  -0.61  -2.12  -0.04
C  1.23  1.48  -0.89  -0.06
C  1.21  -0.87  -1.57  -0.02
C  1.84  0.23  -0.94  -0.32
O  -1.80  0.86  -2.82  0.03
H  -0.44  2.69  -1.46  0.12
H  -2.08  1.71  -2.50  0.08
H  -0.43  -1.32  -2.85  0.12
H  1.85  2.20  -0.40  0.11
H  1.55  -1.84  -1.94  0.12
H  3.11  -0.31  0.65  0.09
H  3.87  0.88  -0.48  0.08
H  3.74  -0.81  -0.89  0.08
C  -0.75  -0.82  2.84  -0.44
C  -0.30  0.22  1.84  -0.09
C  -2.00  -0.29  3.60  -0.10
C  -1.20  -2.12  2.11  -0.09
H  -0.08  -1.13  3.65  0.12
H  0.63  0.70  2.15  0.08
H  -1.06  0.99  1.75  0.07
H  -1.87  -0.35  4.69  0.07
H  -2.01  0.80  3.54  0.06
H  -2.98  -0.69  3.42  0.07
H  -0.44  -2.80  1.71  0.07
H  -1.74  -2.71  2.85  0.06
H  -1.81  -1.78  1.27  0.08
H  -0.07  -0.12  0.82  0.05

--- x ---
The following is a DFT calculation (the ωB97M-V functional and the def2-TZVPD basis) of 2 unconnected molecules or ions with the total composition C11H18O.

## Properties
LUMO (eV): 0.8
Frontier orbital gap (hartree): 0.3370
HOMO (Ha): -0.3088
SMILES string: Cc1ccc(O)cc1.CC(C)C
Total charge: 0

Last column: Löwdin charge in e.
Geometry (Å):
C  2.92  2.38  -0.44  -0.04
C  0.14  -0.16  -1.17  -0.06
C  1.37  0.40  -0.74  -0.07
C  -0.94  0.65  -1.45  -0.32
C  1.50  1.79  -0.77  -0.27
C  -0.82  2.06  -1.43  -0.02
C  0.43  2.61  -1.19  -0.05
O  -2.18  0.14  -1.81  0.01
H  0.09  -1.32  -1.20  0.14
H  2.15  -0.29  -0.29  0.13
H  -2.17  -0.84  -1.99  0.13
H  -1.67  2.60  -1.74  0.10
H  3.57  1.77  -0.91  0.01
H  3.17  2.17  0.79  0.15
H  0.42  3.75  -1.38  0.14
H  2.97  3.40  -0.58  0.02
C  -0.50  -1.80  1.75  -0.50
C  0.73  -2.60  1.53  -0.12
C  -1.81  -2.48  1.15  -0.07
C  -0.61  -1.37  3.20  -0.11
H  -0.25  -0.82  1.19  0.11
H  1.60  -2.01  1.26  0.06
H  -2.14  -3.38  1.68  0.07
H  -2.55  -1.66  0.93  0.08
H  -1.66  -2.89  0.11  0.06
H  -0.76  -2.24  3.92  0.09
H  0.20  -0.75  3.66  0.09
H  0.69  -3.38  0.76  0.07
H  0.87  -3.28  2.39  0.08
H  -1.61  -0.93  3.34  0.07

Which is more stable than every other structure shown? w is more stable than every other one.